one:
This record from the Open Molecules 2025 dataset describes a gas-phase ion, C4H10N2O (charge +1). The level of theory is ωB97M-V with the def2-TZVPD basis set.

Last columns: bonded neighbours and bond lengths (Å).
Cartesian coordinates (Å):
1 N 2.056 0.641 1.848  C2 1.436, H8 1.011, H9 1.011
2 C 1.010 -0.189 1.320  N1 1.436, C3 1.501, H10 1.103, H11 1.101
3 C 0.044 0.571 0.459  C2 1.501, N4 1.462, O7 1.187
4 N -0.442 -0.117 -0.735  C3 1.462, C5 1.437, C6 1.441
5 C -0.747 0.667 -1.901  N4 1.437, H12 1.081, H13 1.098, H14 1.098
6 C -1.123 -1.378 -0.588  N4 1.441, H15 1.095, H16 1.091, H17 1.088
7 O -0.397 1.658 0.641  C3 1.187
8 H 1.973 1.599 1.536  N1 1.011
9 H 2.107 0.610 2.857  N1 1.011
10 H 1.426 -0.991 0.686  C2 1.103
11 H 0.420 -0.745 2.065  C2 1.101
12 H -1.155 0.053 -2.692  C5 1.081
13 H 0.167 1.176 -2.234  C5 1.098
14 H -1.437 1.472 -1.618  C5 1.098
15 H -2.181 -1.152 -0.416  C6 1.095
16 H -0.976 -1.953 -1.503  C6 1.091
17 H -0.744 -1.924 0.274  C6 1.088

Results
<S²>: 0.76
Multiplicity: 2
Frontier orbital gap (alpha / beta) (eV): 9.87 / 5.69
Charge: +1
E_LUMO (alpha / beta) (hartree): -0.140 / -0.293
Highest occupied orbital energy (alpha / beta) (eV): -13.690 / -13.664

Atomic partial charges in e from the Löwdin method, atoms 1 to 2:
1 N 0.049
2 C -0.197

***

two:
This record from the Open Molecules 2025 dataset describes a gas-phase ion, C4H10N2O (charge +1). The level of theory is ωB97M-V with the def2-TZVPD basis set.

Last columns: bonded neighbours and bond lengths (Å).
Cartesian coordinates (Å):
1 N 2.337 -0.806 0.150  C2 1.505, H8 1.019, H9 1.023
2 C 1.669 0.510 -0.148  N1 1.505, C3 1.519, H10 1.088, H11 1.090
3 C 0.519 0.546 0.845  C2 1.519, N4 1.469, H12 1.086, H13 1.101
4 N -0.522 -0.366 0.353  C3 1.469, C5 1.427, H14 1.021
5 C -1.578 0.212 -0.413  N4 1.427, C6 1.545, H15 1.101, H16 1.103
6 C -2.771 -0.742 -0.644  C5 1.545, O7 1.189, H17 1.096
7 O -3.489 -0.544 -1.571  C6 1.189
8 H 3.081 -0.806 0.848  N1 1.019
9 H 2.927 -0.977 -0.668  N1 1.023
10 H 2.454 1.254 -0.030  C2 1.088
11 H 1.372 0.493 -1.196  C2 1.090
12 H 0.980 0.277 1.791  C3 1.086
13 H 0.189 1.597 0.819  C3 1.101
14 H -0.882 -0.735 1.234  N4 1.021
15 H -1.309 0.535 -1.431  C5 1.101
16 H -2.007 1.129 0.024  C5 1.103
17 H -2.970 -1.578 0.037  C6 1.096

Results
<S²>: 0.75
Multiplicity: 2
Frontier orbital gap (alpha / beta) (eV): 11.05 / 5.19
Charge: +1
E_LUMO (alpha / beta) (hartree): -0.122 / -0.325
Highest occupied orbital energy (alpha / beta) (eV): -14.376 / -14.042

Atomic partial charges in e from the Löwdin method, atoms 1 to 2:
1 N 0.013
2 C -0.219

***

Question: of the structures shown, which is the least stable? Reply: two.